Entry 1:
ORCA calculation (ωB97M-V/def2-TZVPD) on C33H38N4PbS as an isolated structure in a non-equilibrium geometry.

Output
**HOMO (spin up / spin down)**: 0.1851 / 2.1077 eV
**Charge**: -2
**Gap between HOMO and LUMO (spin up / spin down)**: 4.52 / 2.58 eV
**Multiplicity**: 1
**Electronic energy**: -56877.052 eV

Last column: Löwdin charge in e.
Geometry (Å):
Pb 0.244 0.759 0.059  1.39
N -3.277 1.895 -0.469  0.07
N -0.533 0.667 -2.616  -0.14
C 0.911 -2.012 0.989  -0.31
C -0.357 -2.330 0.419  -0.29
C -1.366 -1.649 1.163  -0.30
C -2.800 -1.539 0.803  -0.08
H -3.012 -2.073 -0.131  0.06
H -3.124 -0.491 0.675  0.05
H -3.426 -1.993 1.588  0.07
C -0.730 -0.905 2.198  -0.36
C -1.404 0.100 3.058  -0.08
H -1.767 -0.366 3.987  0.07
H -2.278 0.534 2.551  0.07
H -0.727 0.914 3.343  0.06
C 0.688 -1.118 2.087  -0.38
C 1.741 -0.367 2.820  -0.10
H 1.433 0.664 3.052  0.06
H 2.678 -0.322 2.249  0.06
H 1.968 -0.863 3.775  0.07
C -0.581 -3.103 -0.821  -0.07
H -0.844 -4.147 -0.579  0.07
H 0.314 -3.128 -1.456  0.05
H -1.403 -2.685 -1.422  0.06
C 2.232 -2.385 0.426  -0.06
H 2.996 -1.614 0.597  0.06
H 2.179 -2.556 -0.658  0.06
H 2.593 -3.318 0.893  0.07
C -3.831 2.986 0.043  -0.20
H -4.669 2.832 0.723  0.09
C -3.377 4.284 -0.239  -0.14
H -3.891 5.136 0.202  0.07
C -2.237 4.447 -1.029  -0.12
H -1.795 5.431 -1.197  0.10
C -1.648 3.325 -1.593  -0.11
H -0.729 3.384 -2.177  0.08
C -2.232 2.043 -1.343  -0.36
C -1.696 0.800 -1.822  -0.22
H -2.290 -0.108 -1.689  0.09
C 0.624 0.164 -2.055  -0.25
C -0.333 0.893 -3.996  -0.04
H -1.106 1.325 -4.601  0.11
C 0.908 0.485 -4.269  -0.07
H 1.442 0.508 -5.197  0.11
N 1.496 0.043 -3.084  -0.03
C 2.784 -0.593 -2.956  -0.18
C 2.981 -1.862 -3.520  -0.27
C 4.217 -2.507 -3.337  -0.06
H 4.371 -3.490 -3.792  0.10
C 5.248 -1.931 -2.594  -0.34
C 6.597 -2.589 -2.456  -0.11
H 7.001 -2.453 -1.445  0.05
H 7.318 -2.149 -3.159  0.06
H 6.531 -3.660 -2.668  0.05
C 4.996 -0.711 -1.967  -0.08
H 5.769 -0.253 -1.340  0.09
C 3.775 -0.042 -2.129  -0.24
C 3.585 1.240 -1.383  -0.10
H 3.016 2.001 -1.931  0.06
H 4.582 1.656 -1.157  0.07
H 3.112 1.068 -0.398  0.03
C 1.899 -2.554 -4.278  -0.10
H 1.781 -2.149 -5.294  0.05
H 0.930 -2.500 -3.761  0.07
H 2.170 -3.616 -4.374  0.07
S 1.188 3.419 0.060  0.50
C 0.522 3.571 1.623  -0.82
N 1.342 4.072 2.627  -0.03
C 0.824 4.713 3.720  -0.16
C -0.538 4.702 3.912  -0.15
C -1.375 3.986 3.050  -0.15
C -0.829 3.369 1.928  -0.18
H 2.349 4.080 2.459  0.12
H 1.546 5.247 4.333  0.09
H -0.965 5.267 4.741  0.08
H -2.449 3.921 3.220  0.08
H -1.453 2.785 1.242  0.05


Entry 2:
ORCA calculation (ωB97M-V/def2-TZVPD) on a 3-piece molecular cluster, C24H56N6O4P overall in a non-equilibrium geometry.

Output
**HOMO**: -9.6306 eV
**Charge**: +1
**Gap between HOMO and LUMO**: 5.60 eV
**Multiplicity**: 1
**Electronic energy**: -52202.810 eV

Last column: Löwdin charge in e.
Geometry (Å):
C -0.787 -0.541 7.345  -0.05
C -0.678 -0.200 5.791  -0.17
O 0.660 -0.531 5.287  -0.06
N 0.553 -0.969 4.008  -0.05
C 0.309 0.058 2.960  -0.04
C 1.531 0.139 1.939  -0.16
N 2.126 1.510 1.844  -0.06
C 3.078 1.395 0.673  -0.20
C 2.384 1.686 -0.720  -0.09
C 2.827 1.836 3.062  -0.42
C 3.489 3.286 3.179  0.01
O 2.937 1.103 4.051  0.05
C 0.671 -2.246 3.690  -0.26
N 0.974 -3.179 4.782  0.15
N 0.578 -2.802 2.396  -0.21
C -0.670 -2.661 1.648  -0.12
C -1.143 -4.157 1.042  -0.17
C -0.446 -5.440 1.796  -0.04
O -1.943 -4.998 1.964  -0.15
P 2.028 -3.170 1.549  0.77
O 2.100 -2.385 0.230  -0.43
H -0.859 0.417 7.936  0.09
H 0.060 -1.171 7.734  0.09
H -1.771 -1.085 7.483  0.09
H -1.442 -0.829 5.242  0.13
H -0.927 0.879 5.582  0.13
H -0.655 -0.081 2.387  0.14
H 0.210 1.063 3.479  0.15
H 1.149 -0.143 0.917  0.11
H 2.360 -0.536 2.313  0.10
H 3.951 2.094 0.782  0.11
H 3.509 0.339 0.631  0.13
H 3.223 1.981 -1.432  0.08
H 1.881 0.785 -1.187  0.08
H 1.671 2.561 -0.708  0.08
H 4.066 3.579 2.258  0.07
H 4.237 3.229 4.027  0.09
H 2.678 4.045 3.387  0.10
H 0.127 -3.359 5.331  0.11
H 1.686 -2.786 5.404  0.11
H -1.495 -2.320 2.330  0.14
H -0.507 -2.020 0.737  0.12
H -1.320 -4.242 -0.110  0.16
H -0.408 -6.398 1.200  0.12
H -0.144 -5.354 2.870  0.10
H 2.246 -4.552 1.245  0.04
H 3.151 -2.748 2.347  0.05
C -4.387 -4.917 -1.399  -0.09
C -4.885 -4.662 -2.816  -0.27
N -3.817 -4.500 -3.792  -0.20
C -4.284 -3.987 -5.078  -0.25
C -5.232 -4.867 -5.892  -0.09
C -2.845 -5.584 -3.868  -0.25
C -3.365 -6.986 -4.187  -0.08
H -3.705 -4.126 -1.075  0.06
H -5.232 -4.931 -0.707  0.08
H -3.875 -5.877 -1.311  0.07
H -5.479 -3.743 -2.790  0.12
H -5.572 -5.469 -3.098  0.10
H -3.418 -3.735 -5.700  0.11
H -4.784 -3.030 -4.896  0.11
H -4.709 -5.698 -6.366  0.06
H -5.678 -4.275 -6.696  0.07
H -6.053 -5.263 -5.291  0.07
H -2.309 -5.629 -2.914  0.09
H -2.071 -5.322 -4.597  0.12
H -4.264 -7.238 -3.621  0.07
H -2.603 -7.727 -3.926  0.07
H -3.576 -7.110 -5.249  0.06
C 3.385 5.140 -1.036  -0.10
C 2.566 5.709 -2.187  -0.27
N 1.444 6.531 -1.759  -0.20
C 0.512 6.842 -2.839  -0.25
C 1.023 7.704 -3.993  -0.09
C 1.762 7.642 -0.869  -0.25
C 2.759 8.689 -1.366  -0.08
H 2.752 4.573 -0.347  0.06
H 4.147 4.460 -1.425  0.07
H 3.900 5.921 -0.473  0.07
H 2.181 4.861 -2.762  0.12
H 3.238 6.260 -2.857  0.10
H -0.382 7.314 -2.418  0.11
H 0.155 5.894 -3.258  0.11
H 1.110 8.753 -3.709  0.06
H 0.313 7.659 -4.824  0.07
H 1.987 7.361 -4.375  0.07
H 2.144 7.228 0.070  0.10
H 0.836 8.148 -0.580  0.12
H 3.633 8.242 -1.844  0.07
H 3.123 9.278 -0.519  0.07
H 2.300 9.389 -2.064  0.06


Entry 3:
ORCA calculation (ωB97M-V/def2-TZVPD) on C27H32CdIN4O2S5 as an isolated structure.

Output
**HOMO (spin up / spin down)**: -4.9377 / -6.8513 eV
**Charge**: 0
**Gap between HOMO and LUMO (spin up / spin down)**: 4.34 / 6.26 eV
**<S²>**: 0.78
**Multiplicity**: 2
**Electronic energy**: -105412.879 eV

Last column: Löwdin charge in e.
Geometry (Å):
Cd 1.931 1.813 1.000  1.00
C 3.624 -3.316 0.176  -0.53
C 2.823 -3.669 -1.070  -0.52
S 1.208 -2.829 -1.177  0.85
C 1.280 -2.232 -2.886  -0.52
C 2.397 -1.234 -3.183  -0.36
S 2.609 0.045 -1.882  1.06
C 4.421 0.073 -1.843  -0.42
C 4.999 -1.153 -1.120  -0.49
S 4.145 -1.591 0.431  0.82
H 4.505 -3.958 0.228  0.08
H 3.019 -3.505 1.065  0.07
H 2.638 -4.743 -1.053  0.08
H 3.387 -3.458 -1.980  0.06
H 0.298 -1.798 -3.072  0.08
H 1.397 -3.092 -3.545  0.08
H 2.216 -0.673 -4.096  0.09
H 3.352 -1.752 -3.266  0.08
H 4.663 1.001 -1.327  -0.02
H 4.781 0.123 -2.871  0.09
H 6.031 -0.927 -0.859  0.08
H 5.006 -2.034 -1.761  0.07
C -1.066 2.413 4.363  -0.04
C -1.709 2.484 3.007  -0.30
N -3.041 2.470 2.938  0.07
C -3.596 2.539 1.713  -0.17
C -2.888 2.470 0.539  -0.19
C -3.662 2.490 -0.751  -0.23
O -3.336 3.574 -1.628  -0.07
C -1.458 2.405 0.584  -0.12
C -0.750 2.191 -0.622  -0.11
N 0.599 1.990 -0.816  -0.09
C 1.059 2.243 -2.068  -0.36
C 0.527 3.306 -2.856  -0.01
C 1.050 3.649 -4.073  -0.06
C 2.148 2.952 -4.615  -0.09
C 2.661 1.896 -3.913  -0.11
C 2.109 1.517 -2.675  -0.42
I 4.054 3.291 0.257  -0.12
C -0.863 2.570 1.876  -0.36
O 0.416 2.810 2.057  -0.28
H -1.823 2.532 5.135  0.07
H -0.295 3.178 4.469  0.07
H -0.576 1.441 4.486  0.06
H -4.678 2.640 1.690  0.10
H -4.727 2.535 -0.504  0.11
H -3.497 1.579 -1.332  0.12
H -3.234 4.361 -1.081  0.09
H -1.359 2.177 -1.517  0.10
H -0.272 3.896 -2.429  0.11
H 0.630 4.491 -4.609  0.11
H 2.579 3.241 -5.565  0.10
H 3.500 1.344 -4.322  0.10
C -5.004 -0.843 2.405  0.00
C -3.801 -1.722 2.319  -0.26
C -3.853 -3.083 2.370  0.01
C -2.636 -3.788 2.309  -0.32
N -1.468 -3.193 2.202  0.10
C -1.403 -1.837 2.136  -0.81
S 0.039 -1.005 2.030  0.60
N -2.592 -1.136 2.195  0.12
C -2.626 -5.286 2.352  -0.03
H -5.901 -1.447 2.523  0.08
H -5.096 -0.236 1.504  0.09
H -4.910 -0.159 3.250  0.10
H -4.799 -3.594 2.468  0.12
H -2.520 -0.121 2.172  0.13
H -3.547 -5.684 2.778  0.08
H -1.769 -5.632 2.927  0.08
H -2.521 -5.674 1.336  0.09
S 2.635 0.110 4.252  0.79
C 2.540 0.567 2.826  -0.76